Formula: C5H13NO
Source: OMol25
Level of theory: ωB97M-V/def2-TZVPD

Properties
Kohn-Sham gap ... 10.324 eV
Structure (SMILES) ... CC(C)[C@H](N)CO
Highest occupied orbital energy ... -9.3 eV
Molecular weight ... 103.16 g/mol
Energy relative to the best compared isomer or geometry (same formula, charge and spin) ... 92.0 kJ/mol
E_tot ... -8933.0573 eV
2S+1 ... 1

Last column: natural (NBO) charge in e.
Element x y z (Å)
C: 0.326061 0.642235 -1.687848  -0.621
C: 0.862790 -0.152810 -0.502541  -0.223
C: 1.925337 0.592319 0.319763  -0.614
C: -0.295592 -0.619543 0.427743  -0.075
N: -1.071019 -1.737925 -0.075026  -0.836
C: -1.220271 0.478078 0.903017  -0.078
O: -1.690714 0.219837 2.231582  -0.724
H: 1.068194 0.969103 -2.409188  0.218
H: -0.301259 1.480881 -1.352001  0.203
H: -0.499121 0.083609 -2.139783  0.203
H: 1.295601 -1.089051 -0.852459  0.191
H: 2.662480 -0.118434 0.690086  0.213
H: 1.476301 1.151384 1.132209  0.207
H: 2.496209 1.310420 -0.273467  0.209
H: 0.197358 -0.949097 1.352745  0.199
H: -1.726356 -1.402516 -0.776057  0.348
H: -0.490129 -2.437850 -0.519647  0.359
H: -0.615860 1.373654 1.057068  0.184
H: -2.083900 0.724534 0.283486  0.168
H: -2.316107 -0.518828 2.190318  0.468

Atoms 1-6, force components in eV/Å:
-1.4 0.0 0.5
-0.4 0.3 0.3
0.2 -0.1 -0.6
0.7 -0.2 0.1
-0.6 0.0 -0.3
0.3 0.5 1.2

---

Formula: C3H5O4S
Source: OMol25
Level of theory: ωB97M-V/def2-TZVPD

Properties
Kohn-Sham gap ... 6.646 eV
Highest occupied orbital energy ... -3.6 eV
Molecular weight ... 137.14 g/mol
Net charge ... -1
Energy relative to the best compared isomer or geometry (same formula, charge and spin) ... 191.4 kJ/mol
E_tot ... -22217.5860 eV
2S+1 ... 1

Last column: natural (NBO) charge in e.
Element x y z (Å)
C: -0.804936 0.460978 0.034786  0.473
C: -0.475898 -0.804164 0.349781  -0.070
C: 3.087476 0.167859 0.082253  0.123
O: 0.008802 1.531494 0.022047  -0.721
O: -2.142731 0.730169 -0.151838  -0.715
O: -1.365205 -1.804970 0.346440  -0.673
O: 2.832825 1.220245 0.686930  -0.719
S: 4.610030 -0.450626 -0.144730  -0.441
H: 0.492431 -1.029347 0.661017  0.188
H: 2.199202 -0.360151 -0.496154  0.072
H: -2.119597 -1.309704 0.311230  0.468
H: 0.933677 1.313941 0.203967  0.534
H: -2.099181 1.537102 -0.614864  0.482

Atoms 1-6, force components in eV/Å:
0.7 -2.0 1.2
0.9 2.5 -0.5
-1.1 0.3 -1.0
-1.3 0.5 -0.4
0.7 -0.7 0.4
1.7 -2.5 0.3

---

Formula: C36H42AuClN3P2Si2
Source: OMol25
Level of theory: ωB97M-V/def2-TZVPD

Properties
Kohn-Sham gap (spin up / spin down) ... 5.841 / 5.942 eV
Highest occupied orbital energy (spin up / spin down) ... -10.7 / -10.7 eV
Molecular weight ... 867.29 g/mol
Net charge ... +1
Energy relative to the best compared isomer or geometry (same formula, charge and spin) ... 200.8 kJ/mol
E_tot ... -93027.7653 eV
2S+1 ... 1

Last column: Mulliken charge in e.
Element x y z (Å)
Au: -0.249122 0.400291 -1.824537  0.526
C: 1.247343 -4.474286 0.472054  -1.072
Si: 1.369611 -3.255827 -0.989078  0.238
C: 0.230008 -3.827631 -2.403286  -1.153
C: 3.181153 -3.120010 -1.622605  -0.931
N: 0.919482 -1.610061 -0.669473  0.064
P: 0.982254 -0.813150 0.708886  2.302
C: 0.461297 0.816626 0.383971  -2.012
P: -1.108840 1.542041 0.591983  2.461
N: -1.941015 0.949748 -0.664760  -0.273
Si: -3.347087 1.707662 -1.415699  0.055
C: -4.323844 2.849092 -0.248561  -0.983
C: -4.393637 0.250570 -2.052051  -1.088
C: -2.677736 2.769957 -2.854742  -1.020
C: -0.762079 3.313371 0.419362  0.732
C: -1.508521 4.332335 1.000253  -0.486
C: -1.249725 5.649409 0.658217  -0.795
C: -0.259472 5.956352 -0.262072  -0.603
C: 0.488166 4.942672 -0.840492  -0.748
C: 0.234141 3.629840 -0.500353  -0.890
C: -1.994923 1.282291 2.142123  0.744
C: -2.995030 0.315730 2.186182  -0.290
C: -3.669562 0.081454 3.370741  -0.776
C: -3.356429 0.822840 4.501696  -0.632
C: -2.344565 1.771199 4.461731  -0.854
C: -1.646218 1.992401 3.288204  -0.686
C: 2.733264 -0.668197 1.165514  0.268
C: 3.443826 -1.714424 1.741147  -0.231
C: 4.823023 -1.646162 1.827822  -0.896
C: 5.498558 -0.551302 1.311568  -0.632
C: 4.792874 0.494690 0.737633  -0.820
C: 3.413959 0.436540 0.667376  -0.580
C: 0.046401 -1.678369 2.005422  1.069
C: 0.467952 -1.784377 3.323655  -0.681
C: -0.242936 -2.595468 4.193124  -0.907
C: -1.379039 -3.261902 3.761841  -0.629
C: -1.831259 -3.100861 2.460024  -0.815
C: -1.113263 -2.315719 1.578714  -0.623
H: 1.569162 -5.464002 0.161761  0.532
H: 0.229348 -4.559594 0.841852  0.285
H: 1.869113 -4.182230 1.313697  0.213
H: 0.704061 -4.616791 -2.974642  0.382
H: 0.011121 -3.012841 -3.083570  0.197
H: -0.715075 -4.210631 -2.032676  0.337
H: 3.278995 -3.546530 -2.614110  0.394
H: 3.863212 -3.649770 -0.965983  0.406
H: 3.497622 -2.083040 -1.664816  0.040
H: -4.457524 2.429727 0.743465  0.283
H: -5.309564 3.041835 -0.658866  0.506
H: -3.827357 3.808470 -0.140080  0.283
H: -4.901499 -0.272296 -1.248334  0.321
H: -3.793944 -0.477514 -2.588643  0.309
H: -5.154814 0.612454 -2.733402  0.385
H: -2.174828 3.660940 -2.485225  0.267
H: -3.492132 3.089118 -3.494550  0.445
H: -1.965577 2.226486 -3.471049  0.231
H: -2.283558 4.105100 1.719995  0.602
H: -1.824395 6.444410 1.110872  0.449
H: -0.067907 6.982957 -0.532920  0.423
H: 1.267047 5.167255 -1.554453  0.469
H: 0.804719 2.822729 -0.942003  0.145
H: -3.238296 -0.220082 1.278917  0.469
H: -4.440645 -0.675492 3.412515  0.473
H: -3.904251 0.659495 5.418952  0.442
H: -2.101658 2.339916 5.348265  0.476
H: -0.846215 2.720633 3.255139  0.585
H: 2.916470 -2.578004 2.121914  0.248
H: 5.376020 -2.456350 2.281052  0.456
H: 6.577246 -0.516418 1.347414  0.400
H: 5.318126 1.345068 0.329778  0.496
H: 2.835883 1.247109 0.239407  0.270
H: 1.349632 -1.253094 3.655119  0.569
H: 0.099322 -2.715650 5.208691  0.468
H: -1.912067 -3.914505 4.437180  0.466
H: -2.729280 -3.597968 2.127949  0.450
H: -1.414524 -2.199579 0.545052  0.442
Cl: 5.202495 0.217868 -3.555556  -0.181
C: 3.571235 -0.207793 -3.868618  0.067
C: 3.250084 -1.050591 -4.928790  -0.252
C: 1.914065 -1.346055 -5.142407  -0.738
C: 0.960787 -0.787891 -4.307478  -0.368
N: 1.278034 -0.003279 -3.281475  -0.067
C: 2.554299 0.281273 -3.056394  -0.293
H: 4.023109 -1.452605 -5.565347  0.456
H: 1.614141 -2.011602 -5.936842  0.443
H: -0.093475 -0.952219 -4.466461  0.575
H: 2.774232 0.922209 -2.215830  0.392

Atoms 1-6, force components in eV/Å:
-0.5 0.3 0.6
0.0 0.5 -0.5
0.3 0.4 -0.6
0.5 0.0 0.6
-0.8 -0.4 0.3
-0.6 0.4 1.1

---

Formula: C17H12BrN4O2Rh
Source: OMol25
Level of theory: ωB97M-V/def2-TZVPD

Properties
Kohn-Sham gap (spin up / spin down) ... 8.518 / 5.407 eV
Highest occupied orbital energy (spin up / spin down) ... -15.7 / -15.7 eV
Molecular weight ... 487.12 g/mol
Net charge ... +2
⟨S²⟩ ... 6.0297
E_tot ... -100912.0652 eV
2S+1 ... 5

Last column: natural (NBO) charge in e.
Element x y z (Å)
Rh: -0.004722 -0.564071 -0.794340  1.299
O: -1.444613 -1.546069 3.050106  -0.366
C: -1.272289 -1.348705 1.882914  0.587
N: -0.005114 -1.075957 1.270513  -0.407
C: 1.258465 -1.358973 1.869051  0.582
O: 1.401689 -1.620758 3.031482  -0.359
C: 2.378853 -1.332570 0.885992  0.080
C: 3.681322 -1.437387 1.307317  -0.163
C: 4.684584 -1.467617 0.344417  -0.096
C: 4.337578 -1.414797 -0.994939  -0.202
C: 3.001833 -1.310971 -1.341524  0.065
N: 2.034638 -1.259806 -0.417416  -0.503
C: -2.382264 -1.343305 0.881574  0.077
C: -3.686165 -1.452701 1.299803  -0.164
C: -4.688995 -1.485487 0.336166  -0.097
C: -4.341920 -1.426975 -1.001868  -0.202
C: -3.006083 -1.316387 -1.346861  0.067
N: -2.038397 -1.266200 -0.422859  -0.504
H: 3.894827 -1.504144 2.366006  0.276
H: 5.721533 -1.541746 0.640816  0.262
H: 5.087657 -1.459022 -1.772228  0.265
H: 2.695780 -1.280316 -2.377700  0.226
H: -3.900351 -1.522919 2.357908  0.276
H: -5.726222 -1.562071 0.631685  0.262
H: -5.091795 -1.469304 -1.780240  0.265
H: -2.700017 -1.279351 -2.382840  0.227
Br: 0.072570 6.191883 -0.580688  0.230
C: 0.033973 4.340664 -0.645892  -0.023
C: 0.289683 3.677494 -1.838985  -0.256
C: 0.251729 2.304489 -1.845398  0.059
N: -0.021603 1.578953 -0.741183  -0.553
C: -0.269393 2.236309 0.411789  0.060
C: -0.252411 3.606206 0.499412  -0.246
H: 0.511308 4.220917 -2.746526  0.271
H: 0.440918 1.758114 -2.760201  0.220
H: -0.489576 1.637102 1.283098  0.216
H: -0.457010 4.095466 1.441643  0.269

Atoms 1-6, force components in eV/Å:
0.0 0.0 0.5
0.2 0.2 -0.1
0.1 -0.1 0.2
0.0 0.2 -0.2
-0.2 -0.3 0.6
-0.1 0.2 -0.3

---

Formula: HN2O7S2
Source: OMol25
Level of theory: ωB97M-V/def2-TZVPD

Properties
Kohn-Sham gap ... 10.186 eV
Structure (SMILES) ... O=[N+]([O-])NS(=O)(=O)S(=O)(=O)[O-]
Highest occupied orbital energy ... -7.0 eV
Molecular weight ... 205.15 g/mol
Net charge ... -1
Energy relative to the best compared isomer or geometry (same formula, charge and spin) ... 88.4 kJ/mol
E_tot ... -38996.6195 eV
2S+1 ... 1

Last column: natural (NBO) charge in e.
Element x y z (Å)
O: -0.880642 0.634078 2.677642  -0.439
N: -1.462509 0.508519 1.589325  0.638
O: -2.513725 0.998641 1.340274  -0.381
N: -0.753767 -0.161071 0.578157  -0.691
S: -0.231529 0.376198 -1.188379  1.882
O: -1.237552 -0.142954 -2.049665  -0.904
O: -0.064637 1.793517 -1.276697  -0.906
S: 1.626439 -0.745501 -0.712892  2.207
O: 0.997135 -1.970640 -0.134305  -0.944
O: 2.072813 0.151733 0.302172  -0.943
O: 2.417952 -0.807219 -1.940417  -0.914
H: 0.030023 -0.635300 0.814784  0.395

Atoms 1-6, force components in eV/Å:
-0.5 -0.8 -0.7
3.6 0.4 0.1
-1.6 0.2 -0.8
-3.9 2.3 -2.2
-2.0 0.6 1.6
0.0 -1.1 -0.6

---

Formula: C17H16F3N3SV
Source: OMol25
Level of theory: ωB97M-V/def2-TZVPD

Properties
Kohn-Sham gap (spin up / spin down) ... 6.956 / 7.823 eV
Highest occupied orbital energy (spin up / spin down) ... -15.8 / -15.9 eV
Molecular weight ... 402.34 g/mol
Net charge ... +2
⟨S²⟩ ... 0.7809
Energy relative to the best compared isomer or geometry (same formula, charge and spin) ... 0.0 kJ/mol
E_tot ... -67017.4713 eV
2S+1 ... 2

Last column: natural (NBO) charge in e.
Element x y z (Å)
V: -11.770887 -7.540621 -2.419699  1.252
F: -14.341497 -7.620275 -7.905058  -0.295
C: -14.245832 -7.329820 -6.570686  0.976
F: -15.025625 -8.235984 -5.924603  -0.309
F: -14.888023 -6.160243 -6.344337  -0.300
C: -12.807968 -7.277520 -6.040083  -0.156
C: -11.702016 -7.298702 -6.896128  -0.053
C: -10.361939 -7.267183 -6.493311  -0.215
C: -10.138648 -7.294915 -5.110426  0.082
N: -11.202571 -7.273755 -4.250543  -0.548
C: -12.509289 -7.208643 -4.624440  0.087
S: -13.724551 -6.861330 -3.371301  0.149
H: -11.960726 -7.244883 -7.939116  0.270
H: -9.573200 -7.126932 -7.247870  0.283
H: -9.137557 -7.299934 -4.703426  0.245
C: -11.137293 -11.308654 1.559422  -0.655
C: -11.555595 -10.703743 0.223506  0.314
C: -12.187715 -11.309486 -0.858801  -0.307
C: -12.182546 -10.424672 -1.961115  0.294
N: -11.700449 -9.238559 -1.531585  -0.446
N: -11.323545 -9.430713 -0.205848  -0.345
C: -12.625090 -10.658540 -3.397174  -0.662
H: -10.814481 -12.336297 1.495211  0.275
H: -11.948393 -11.214796 2.247924  0.268
H: -10.236202 -10.714742 1.897917  0.241
H: -12.690295 -12.212878 -0.818017  0.258
H: -10.664544 -8.781059 0.223187  0.439
H: -13.199003 -11.594938 -3.431732  0.279
H: -11.696728 -10.783721 -3.980546  0.254
H: -13.214611 -9.764288 -3.759129  0.234
C: -9.072379 -5.367998 0.541040  -0.114
C: -8.836103 -5.140078 -0.809409  -0.184
C: -9.726074 -5.657367 -1.735448  -0.154
C: -10.846987 -6.418076 -1.257978  -0.313
C: -11.217594 -6.463043 0.108361  -0.231
C: -10.264596 -5.970828 0.986303  -0.195
H: -8.367693 -4.926896 1.271302  0.262
H: -7.973851 -4.516793 -1.117375  0.263
H: -9.662437 -5.497086 -2.837524  0.241
H: -12.168581 -6.821712 0.489167  0.259
H: -10.435294 -6.129562 2.074465  0.256

Atoms 1-6, force components in eV/Å:
-0.3 0.2 0.6
0.8 0.5 1.7
-1.9 0.2 -0.5
1.2 0.0 -0.2
0.9 -0.2 -0.4
1.0 -0.5 1.2

---

Copy entry 2 word for word.
Formula: C3H5O4S
Source: OMol25
Level of theory: ωB97M-V/def2-TZVPD

Properties
Kohn-Sham gap ... 6.646 eV
Highest occupied orbital energy ... -3.6 eV
Molecular weight ... 137.14 g/mol
Net charge ... -1
Energy relative to the best compared isomer or geometry (same formula, charge and spin) ... 191.4 kJ/mol
E_tot ... -22217.5860 eV
2S+1 ... 1

Last column: natural (NBO) charge in e.
Element x y z (Å)
C: -0.804936 0.460978 0.034786  0.473
C: -0.475898 -0.804164 0.349781  -0.070
C: 3.087476 0.167859 0.082253  0.123
O: 0.008802 1.531494 0.022047  -0.721
O: -2.142731 0.730169 -0.151838  -0.715
O: -1.365205 -1.804970 0.346440  -0.673
O: 2.832825 1.220245 0.686930  -0.719
S: 4.610030 -0.450626 -0.144730  -0.441
H: 0.492431 -1.029347 0.661017  0.188
H: 2.199202 -0.360151 -0.496154  0.072
H: -2.119597 -1.309704 0.311230  0.468
H: 0.933677 1.313941 0.203967  0.534
H: -2.099181 1.537102 -0.614864  0.482

Atoms 1-6, force components in eV/Å:
0.7 -2.0 1.2
0.9 2.5 -0.5
-1.1 0.3 -1.0
-1.3 0.5 -0.4
0.7 -0.7 0.4
1.7 -2.5 0.3

---

> Which of these has the highest E_tot?

C5H13NO

---

> What is the 2S+1 in the first record?

1